DFT (the ωB97M-V functional and the def2-TZVPD basis) results for a cluster of 6 separate species, CH13O5S in total at a distorted geometry.

```
20
Properties=species:S:1:pos:R:3
C 1.19 -1.10 1.71
S -0.08 -1.26 0.47
H 0.95 -0.35 2.45
H 1.44 -2.01 2.28
H 2.13 -0.90 1.19
H -3.49 -2.78 -0.42
H -2.31 -2.32 0.47
O -3.24 -2.61 0.49
H 1.66 3.75 1.51
H 0.93 3.32 2.75
O 1.15 4.13 2.24
H -0.37 1.99 0.84
H 0.33 0.97 0.00
O 0.34 1.96 0.18
H 0.42 1.51 -2.79
H 1.43 1.36 -1.66
O 1.37 1.49 -2.64
H -0.20 -1.00 -2.40
H -0.30 -2.58 -2.43
O -0.71 -1.76 -2.70
```

Computed properties:
F_max   1.29 eV/Å
Charge   -1
Gap between HOMO and LUMO   7.02 eV
Energy above the lowest of the compared OMol25 structures with the same formula, charge and spin   24.0 kcal/mol
LUMO   3.5 eV
E_HOMO   -3.562 eV

DFT (the ωB97M-V functional and the def2-TZVPD basis) results for the molecule C6H6N2O at a distorted geometry.

```
15
Properties=species:S:1:pos:R:3
C 4.33 -0.90 -0.51
C 2.75 1.12 -0.18
C 1.53 1.59 0.31
C 3.35 -0.12 -0.10
C -0.17 -0.17 -0.07
C -1.91 -1.67 -0.06
N 5.00 -1.75 -0.93
N 0.38 0.96 0.54
O -1.28 -0.46 0.51
H 3.36 1.96 -0.39
H 1.44 2.70 0.51
H -1.15 -2.46 -0.15
H -2.38 -1.39 -0.95
H -2.59 -2.01 0.67
H -0.25 1.43 1.08
```

Computed properties:
F_max   3.58 eV/Å
Charge   0
Gap between HOMO and LUMO (spin up / spin down)   6.49 / 7.32 eV
Energy above the lowest of the compared OMol25 structures with the same formula, charge and spin   140.3 kcal/mol
LUMO (spin up / spin down)   -1.1 / -1.3 eV
E_HOMO (spin up / spin down)   -7.564 / -8.602 eV

What did the first record say?
DFT (the ωB97M-V functional and the def2-TZVPD basis) results for a cluster of 6 separate species, CH13O5S in total at a distorted geometry.

```
20
Properties=species:S:1:pos:R:3
C 1.19 -1.10 1.71
S -0.08 -1.26 0.47
H 0.95 -0.35 2.45
H 1.44 -2.01 2.28
H 2.13 -0.90 1.19
H -3.49 -2.78 -0.42
H -2.31 -2.32 0.47
O -3.24 -2.61 0.49
H 1.66 3.75 1.51
H 0.93 3.32 2.75
O 1.15 4.13 2.24
H -0.37 1.99 0.84
H 0.33 0.97 0.00
O 0.34 1.96 0.18
H 0.42 1.51 -2.79
H 1.43 1.36 -1.66
O 1.37 1.49 -2.64
H -0.20 -1.00 -2.40
H -0.30 -2.58 -2.43
O -0.71 -1.76 -2.70
```

Computed properties:
F_max   1.29 eV/Å
Charge   -1
Gap between HOMO and LUMO   7.02 eV
Energy above the lowest of the compared OMol25 structures with the same formula, charge and spin   24.0 kcal/mol
LUMO   3.5 eV
E_HOMO   -3.562 eV

- Which of these has the lowest energy above the lowest of the compared OMol25 structures with the same formula, charge and spin?
  CH13O5S

- Which of these has the highest F_max?
  C6H6N2O